C32H47N11O12P as an isolated structure in a non-equilibrium geometry, computed with ωB97M-V/def2-TZVPD.

Geometry as XYZ:
```
103
C32H47N11O12P, DFT ωB97M-V/def2-TZVPD
P 0.2770 0.2230 0.2749
O 0.3130 1.5330 -0.3921
O -0.7080 -0.7650 -0.5301
O -0.0920 0.4200 1.6879
O 1.5980 -0.3340 0.1789
N 0.5270 3.5730 0.9989
C 0.0720 3.6840 2.3229
C 0.2380 5.0690 2.7419
C 1.2080 5.5920 1.7279
C 1.3500 4.7100 0.5929
H 0.5970 2.7230 0.4889
H -0.4950 2.9700 2.7029
H -0.2050 5.4320 3.6979
H 1.4650 6.6890 1.9369
H 1.8950 4.4590 -0.3061
N -0.8170 -3.2720 -0.8681
C 0.1960 -4.0320 -1.3451
C -0.2930 -5.3130 -1.7661
C -1.6120 -5.5190 -1.0251
C -1.8720 -4.0630 -0.4171
H -0.6590 -2.3180 -0.5801
H 1.1630 -3.5420 -1.8191
H 0.2590 -6.0790 -2.1171
H -2.1650 -6.3640 -1.0511
H -2.6300 -3.4250 0.0169
N -1.1100 0.5210 4.4829
C -0.5650 0.0670 5.7219
C -1.5690 0.1520 6.7849
C -2.7090 1.0290 6.2309
C -2.2720 1.3020 4.7509
H -0.6350 0.6030 3.4119
H 0.2780 -0.4350 5.6729
H -1.2950 -0.1480 7.8359
H -3.4250 1.4700 6.6889
H -2.7390 1.7580 3.9259
N 3.6100 0.6390 -1.0361
C 3.8550 1.9740 -0.9511
C 4.9990 2.2130 -1.8841
C 5.5360 0.8600 -2.3141
C 4.4900 -0.0910 -1.8341
H 2.6470 0.1350 -0.4821
H 3.2160 2.4270 -0.1141
H 5.3610 3.1950 -2.2221
H 6.5550 0.7020 -2.8431
H 4.4280 -1.2710 -2.0491
N 0.3310 3.0000 -2.3261
C -0.3220 4.2430 -2.2911
C -0.4250 4.6740 -3.8191
C 0.3500 3.6870 -4.5721
C 0.8120 2.6140 -3.5491
H 0.4610 2.4400 -1.2601
H -0.6960 4.6870 -1.2461
H -0.8540 5.7180 -4.0601
H 0.7530 3.6300 -5.6381
H 1.3360 1.7020 -3.7951
N 2.9700 -2.3700 0.7949
C 3.3360 -2.4340 2.1249
C 4.4540 -3.4940 2.2859
C 4.7850 -3.7620 0.8879
C 3.8950 -3.0700 0.0589
H 2.2340 -1.6070 0.5099
H 2.7360 -1.8450 2.8279
H 4.6370 -3.9940 3.1199
H 5.7510 -4.5050 0.5479
H 3.8020 -3.0550 -1.0791
N -2.4410 -0.5270 -2.2501
C -2.2490 0.2390 -3.3191
C -3.3200 -0.0910 -4.4061
C -4.1760 -1.0340 -3.6541
C -3.5990 -1.3190 -2.2811
H -1.7990 -0.8160 -1.3691
H -1.3340 0.9250 -3.3361
H -3.3130 0.2890 -5.4001
H -5.0650 -1.4940 -3.7741
H -4.1290 -2.1270 -1.4731
C 1.2150 -1.0110 -2.8141
N 1.8790 -1.1600 -4.1801
O 3.0440 -1.4890 -4.2991
O 1.1460 -1.1020 -5.1231
H 0.2860 -1.1230 -2.9921
H 1.4140 -0.0210 -2.4301
H 1.8100 -1.6690 -2.1641
C -3.4750 -0.7110 1.3089
N -3.9730 -2.0040 1.5589
O -3.4040 -2.7250 2.4769
O -4.9040 -2.3910 0.8779
H -2.4780 -0.8450 1.2889
H -3.8780 0.0210 1.8669
H -3.7110 -0.6950 0.1719
C -0.2420 -2.5580 2.4139
N 0.2030 -3.3080 3.5619
O 0.0480 -4.4970 3.5079
O 0.8940 -2.8220 4.4969
H -0.9990 -1.8860 2.7259
H -0.5280 -3.2100 1.7479
H 0.3110 -1.8370 2.0519
C -2.4900 2.4250 -0.2911
N -3.9550 2.6980 -0.0011
O -4.6580 3.0650 -1.0351
O -4.4870 2.4510 1.1549
H -1.9600 2.6480 -1.2231
H -2.5300 1.4550 -0.1181
H -1.7610 2.8420 0.2729
```

Properties
Net charge   -3
E_HOMO   -0.8 eV
Gap between HOMO and LUMO   6.536 eV
Lowest unoccupied orbital energy   5.7 eV

An isolated ion of composition C7H17BN3O2 and charge +1 in a non-equilibrium geometry, computed with ωB97M-V/def2-TZVPD.

Geometry as XYZ:
```
30
C7H17BN3O2, DFT ωB97M-V/def2-TZVPD
B 1.0562 1.1761 -0.1338
C 2.6186 -0.7204 0.1601
C 0.3236 -1.6049 -0.5908
C -0.3001 -0.5357 0.2703
C 3.5596 1.5034 -0.0176
C -2.5314 -1.3103 0.4926
C -2.1320 0.2980 -1.3101
C -2.0721 0.9405 0.9709
N 1.6744 -1.6745 -0.0191
N 2.3574 0.6150 -0.1594
N -1.7116 -0.1708 0.0768
O 3.6539 -1.0847 0.6195
O 0.4074 2.3502 -0.0686
H -0.1805 -2.6637 -0.5142
H 0.3849 -1.5461 -1.6240
H -0.1080 -0.6143 1.3220
H 3.6696 1.9764 -0.9414
H 3.4131 2.1209 0.7917
H 4.3466 0.8263 0.2125
H -3.6570 -1.1771 0.7248
H -2.7274 -2.0793 -0.3208
H -2.2138 -1.9835 1.4028
H -1.2285 0.3080 -2.0655
H -2.8882 -0.3512 -1.7638
H -2.4849 1.3120 -1.2729
H -3.0658 1.1351 0.8338
H -1.7609 0.6182 1.9982
H -1.4675 1.7962 0.6925
H 2.2033 -2.5871 -0.0531
H 0.8610 3.1271 0.2863
```

Properties
Net charge   +1
E_HOMO   -12.8 eV
Gap between HOMO and LUMO   10.069 eV
Lowest unoccupied orbital energy   -2.8 eV

A 2-piece molecular cluster, C3H2FO2 overall in a non-equilibrium geometry, computed with ωB97M-V/def2-TZVPD.

Geometry as XYZ:
```
8
C3H2FO2, DFT ωB97M-V/def2-TZVPD
C 0.9244 -1.4859 0.6625
C -0.5287 0.2817 0.4202
C -0.5287 1.0594 -0.7959
O -0.0251 1.8613 -1.6133
O -1.3684 0.0404 -0.8933
F -1.3732 0.6279 1.4724
H 1.2684 -1.6398 -0.3000
H 1.6314 -0.7450 1.0475
```

Properties
Net charge   -1
E_HOMO   -3.4 eV
Gap between HOMO and LUMO   7.590 eV
Lowest unoccupied orbital energy   4.2 eV

C26H24ClF5N2O3P2SbSe4V as an isolated structure in a non-equilibrium geometry, computed with ωB97M-V/def2-TZVPD.

Geometry as XYZ:
```
69
C26H24ClF5N2O3P2SbSe4V, DFT ωB97M-V/def2-TZVPD
V -0.1685 0.7355 0.2276
Se -5.6578 1.1390 0.6099
Sb -4.0655 -0.1166 -0.8402
Se -1.3532 1.6334 -1.5306
Se -1.8824 -0.6350 0.6682
Se -5.0114 -2.3553 -0.9622
Cl 2.6133 0.2043 1.2252
C 3.2986 -0.8797 0.0458
C 4.6761 -1.0191 0.0018
C 5.2262 -1.9174 -0.8962
C 4.4050 -2.6691 -1.7275
C 3.0322 -2.5027 -1.6786
C 2.4554 -1.5866 -0.8018
P 0.6363 -1.3693 -0.6216
C 0.3638 -2.8976 0.3495
C -0.0080 -4.1055 -0.2250
C -0.1836 -5.2293 0.5718
C 0.0275 -5.1575 1.9383
C 0.4179 -3.9547 2.5143
C 0.5792 -2.8292 1.7267
C -0.0220 -1.6486 -2.2889
C 0.6718 -1.1357 -3.3842
C 0.0743 -1.1121 -4.6342
C -1.2258 -1.5712 -4.7949
C -1.9256 -2.0734 -3.7068
C -1.3266 -2.1147 -2.4579
H 5.2985 -0.4276 0.6578
H 6.3014 -2.0272 -0.9489
H 4.8361 -3.3851 -2.4143
H 2.3894 -3.0801 -2.3323
H -0.1741 -4.1765 -1.2911
H -0.4985 -6.1597 0.1182
H -0.1191 -6.0337 2.5560
H 0.5807 -3.8882 3.5824
H 0.8437 -1.8829 2.1896
H 1.6656 -0.7210 -3.2594
H 0.6205 -0.7091 -5.4764
H -1.7005 -1.5183 -5.7661
H -2.9536 -2.4076 -3.7968
H -1.9051 -2.4944 -1.6198
N -3.8865 0.6269 3.1199
C -2.9068 1.2506 4.0477
P -1.5981 1.9375 2.9381
O -2.3503 2.3057 1.7001
O -0.4089 1.0401 3.0021
C -1.0852 3.6491 3.4990
N -0.8211 4.3218 2.1955
H -4.7192 0.2470 3.5711
H -3.4325 -0.1395 2.5855
H -4.2379 1.2362 2.3042
H -2.4801 0.4792 4.6872
H -3.3939 2.0094 4.6574
H -0.1728 3.6528 4.0924
H -1.8864 4.1766 4.0156
H -0.0507 3.8106 1.7019
H -0.5955 5.3135 2.2436
H -1.6404 4.1203 1.5891
F 2.2561 4.5539 -3.1095
C 1.4066 4.9194 -2.1004
C 0.3417 4.0944 -1.5910
F -0.9090 4.6065 -1.3315
C 0.3870 2.5455 -1.5748
F 1.1503 2.0337 -2.5992
C 1.1586 2.4945 -0.2498
O 0.4002 2.4042 0.8432
C 2.3115 3.3505 -0.2700
F 3.3810 2.9284 -1.0390
C 1.6026 4.5689 -0.7288
F 1.3474 5.5419 0.2733
```

Properties
Multiplicity   2
Net charge   -1
E_HOMO (alpha / beta)   -3.6 / -3.7 eV
Expectation value of S²   0.900
Gap between HOMO and LUMO (alpha / beta)   4.350 / 4.811 eV
Lowest unoccupied orbital energy (alpha / beta)   0.7 / 1.1 eV

C29H34N7PdSSi as an isolated structure in a non-equilibrium geometry, computed with ωB97M-V/def2-TZVPD.

Geometry as XYZ:
```
73
C29H34N7PdSSi, DFT ωB97M-V/def2-TZVPD
Pd 1.3543 0.0422 -0.2036
C 0.8518 -1.7899 -0.9081
Si -0.8747 -1.5897 -0.3405
C -0.9781 -0.6542 1.2967
N -0.1817 0.6125 1.3988
C -0.9656 1.7922 0.9328
C -0.8658 2.9736 1.8888
C -1.3340 2.5821 3.2902
C -0.6791 1.2580 3.7462
C 0.3795 0.8128 2.7483
C -1.8085 -3.1589 0.1399
C -1.4629 -3.8705 1.2957
C -2.1397 -5.0209 1.6722
C -3.1859 -5.4945 0.8918
C -3.5409 -4.8170 -0.2645
C -2.8581 -3.6645 -0.6333
C -1.8796 -0.7790 -1.7058
C -1.5910 -1.0209 -3.0540
C -2.4033 -0.5318 -4.0701
C -3.5339 0.2116 -3.7586
C -3.8466 0.4619 -2.4285
C -3.0281 -0.0317 -1.4192
H 1.0125 -1.8342 -1.9800
H 1.4977 -2.4579 -0.3422
H -0.5941 -1.3447 2.0520
H -2.0382 -0.5011 1.5481
H -2.0173 1.5064 0.8416
H -0.6295 2.1011 -0.0590
H -1.4835 3.7833 1.4962
H 0.1621 3.3450 1.9118
H -2.4205 2.4710 3.2759
H -1.1137 3.3869 3.9916
H -1.4342 0.4735 3.8340
H -0.2222 1.3597 4.7315
H 0.8431 -0.1229 3.0545
H 1.1769 1.5532 2.6766
H -0.6421 -3.5315 1.9218
H -1.8528 -5.5493 2.5728
H -3.7206 -6.3888 1.1852
H -4.3511 -5.1859 -0.8808
H -3.1571 -3.1495 -1.5400
H -0.7219 -1.6113 -3.3246
H -2.1614 -0.7435 -5.1044
H -4.1790 0.5783 -4.5473
H -4.7342 1.0288 -2.1767
H -3.3090 0.1539 -0.3884
N 4.8187 2.1137 1.1310
C 4.3711 3.2530 0.5007
C 3.0772 3.0056 0.1772
N 2.7192 1.7463 0.6006
C 3.7926 1.2328 1.1664
C 3.8259 -0.1070 1.7486
N 2.8469 -0.9640 1.5916
C 3.1994 -2.0782 2.3148
C 4.4090 -1.8836 2.9075
N 4.8011 -0.6167 2.5425
H 5.7601 1.9618 1.4488
H 5.0062 4.1047 0.3350
H 2.3778 3.6555 -0.3208
H 2.5684 -2.9502 2.3592
H 5.0108 -2.5077 3.5441
H 5.6559 -0.1719 2.8287
S 2.6762 0.4066 -2.0695
C 1.6405 1.3604 -3.0567
N 0.3697 1.5494 -2.6224
C -0.5617 2.2308 -3.3022
C -0.1894 2.8057 -4.4822
C 1.1426 2.6086 -4.8844
N 2.0406 1.9122 -4.2111
H 0.2533 1.0091 -1.7465
H -1.5546 2.2663 -2.8719
H -0.8872 3.3719 -5.0782
H 1.4916 3.0409 -5.8161
```

Properties
Net charge   +1
E_HOMO   -10.5 eV
Gap between HOMO and LUMO   7.708 eV
Lowest unoccupied orbital energy   -2.8 eV

A 2-piece molecular cluster, C2H2BrO2S overall in a non-equilibrium geometry, computed with ωB97M-V/def2-TZVPD.

Geometry as XYZ:
```
8
C2H2BrO2S, DFT ωB97M-V/def2-TZVPD
C 0.2050 0.6529 -0.2541
C -0.6933 -0.5406 0.0925
O 1.4392 0.2524 -0.7204
O -0.1786 1.7710 -0.5183
S -0.3051 -2.0921 -0.0500
Br -2.4031 0.0758 0.5675
H 0.5578 0.5842 1.4134
H 1.3781 -0.7036 -0.5307
```

Properties
Multiplicity   3
Net charge   -1
E_HOMO (alpha / beta)   -2.2 / -4.5 eV
Expectation value of S²   2.012
Gap between HOMO and LUMO (alpha / beta)   5.665 / 7.007 eV
Lowest unoccupied orbital energy (alpha / beta)   3.5 / 2.5 eV

One molecule with the formula C3H4N2O, computed with ωB97M-V/def2-TZVPD.

Geometry as XYZ:
```
10
C3H4N2O, DFT ωB97M-V/def2-TZVPD
O 0.1084 -1.6561 0.9052
C 0.8239 0.6601 0.6932
C -0.3072 -0.3518 0.5799
C -0.7695 -0.2072 -0.8524
N -0.1620 0.7326 -1.4626
N 0.7835 1.2098 -0.4890
H 0.8095 -1.5424 1.5627
H -1.1319 -0.0134 1.2365
H -1.5629 -0.7597 -1.3435
H 1.4082 1.9282 -0.8301
```

Properties
Net charge   0
E_HOMO   -9.3 eV
Gap between HOMO and LUMO   9.591 eV
Lowest unoccupied orbital energy   0.3 eV

C38H35N9O4ScTe as an isolated structure in a non-equilibrium geometry, computed with ωB97M-V/def2-TZVPD.

Geometry as XYZ:
```
88
C38H35N9O4ScTe, DFT ωB97M-V/def2-TZVPD
Sc 0.0579 0.1036 0.4373
C 6.4746 2.7820 -1.6148
C 5.2037 2.0479 -1.2720
C 5.2213 0.7961 -0.6799
C 4.0501 0.1034 -0.3556
C 4.1124 -1.1187 0.5083
O 3.2590 -1.3418 1.3492
C 5.2878 -2.0224 0.3677
C 5.9209 -2.4893 1.5154
C 7.0432 -3.2967 1.4104
C 7.5191 -3.6617 0.1580
C 6.8712 -3.2213 -0.9891
C 5.7659 -2.3918 -0.8873
C 2.8124 0.6659 -0.7003
O 1.6480 0.0454 -0.5155
C 2.7899 1.9646 -1.2338
C 3.9611 2.6390 -1.5100
C 1.3956 2.5157 -1.2321
N 0.8538 2.8818 -0.1242
C 1.7015 3.1092 1.0536
C 2.3656 4.4867 1.0586
Te 1.0268 6.1628 0.8298
C 1.2107 6.2986 -1.2747
C 0.0800 6.3128 -2.0831
C 0.2129 6.4356 -3.4603
C 1.4730 6.5253 -4.0341
C 2.6041 6.5171 -3.2275
C 2.4743 6.4182 -1.8476
C 0.6080 2.4231 -2.4790
C -0.7852 2.4907 -2.4698
C -1.5017 2.3903 -3.6482
C -0.8319 2.2381 -4.8575
C 0.5538 2.1825 -4.8781
C 1.2713 2.2636 -3.6949
H 7.3442 2.2927 -1.1792
H 6.4405 3.8096 -1.2488
H 6.6197 2.8237 -2.6961
H 6.1745 0.3513 -0.4191
H 5.5271 -2.2100 2.4854
H 7.5404 -3.6406 2.3086
H 8.3953 -4.2926 0.0769
H 7.2342 -3.5172 -1.9654
H 5.2607 -2.0464 -1.7822
H 3.9148 3.6474 -1.9135
H 2.4882 2.3528 1.1367
H 1.0605 3.0383 1.9336
H 3.1035 4.5608 0.2608
H 2.8784 4.6293 2.0099
H -0.9066 6.2358 -1.6413
H -0.6700 6.4521 -4.0868
H 1.5764 6.6154 -5.1084
H 3.5869 6.6173 -3.6712
H 3.3559 6.4648 -1.2188
H -1.3020 2.6272 -1.5317
H -2.5838 2.4312 -3.6274
H -1.3915 2.1620 -5.7812
H 1.0783 2.0688 -5.8184
H 2.3515 2.2016 -3.7168
N -1.7630 3.2943 1.0813
C -2.5718 2.2546 0.8836
N -3.8723 2.4279 1.0919
C -4.6490 1.3792 0.8400
N -5.9550 1.4855 1.0781
N -4.2145 0.2049 0.3206
C -2.9243 0.1227 0.1697
N -2.0126 1.0714 0.4832
C -2.3992 -1.1288 -0.4404
C -3.0577 -2.3293 -0.2906
C -2.4841 -3.4612 -0.8475
C -1.3082 -3.3372 -1.5694
C -0.7224 -2.0902 -1.6784
N -1.2422 -0.9990 -1.1086
H -2.2004 4.1730 1.3003
H -0.8463 3.3010 0.6314
H -6.3112 2.3309 1.4852
H -6.5583 0.7055 0.8888
H -3.9794 -2.3662 0.2707
H -2.9499 -4.4284 -0.7131
H -0.8324 -4.1956 -2.0225
H 0.1947 -1.9417 -2.2330
N 1.0313 0.3120 2.6310
N 0.2345 -0.5494 3.4485
C -0.4586 -1.5757 2.7791
O -0.9877 -2.4553 3.4034
O -0.4860 -1.3992 1.4761
H 1.9203 -0.1453 2.4068
H 1.2230 1.1300 3.1899
H 0.6751 -0.8641 4.2998
```

Properties
Net charge   +1
E_HOMO   -10.2 eV
Gap between HOMO and LUMO   7.239 eV
Lowest unoccupied orbital energy   -2.9 eV

An isolated ion of composition C10H20N3O and charge +1 in a non-equilibrium geometry, computed with ωB97M-V/def2-TZVPD.

Geometry as XYZ:
```
34
C10H20N3O, DFT ωB97M-V/def2-TZVPD
O -2.2305 -0.2395 1.0098
N -1.0316 -0.2097 0.7490
N -0.5274 1.1953 0.4613
C -1.4343 2.1582 0.9693
C -0.7864 3.4962 0.7434
C -0.4950 3.8910 -0.7299
C -0.2452 2.5849 -1.4556
C 0.4722 1.6679 -0.4651
N -0.3062 -1.3408 0.5953
C -1.1422 -2.5085 0.5047
C -0.4144 -3.4605 -0.5317
C 1.0044 -3.7510 -0.1171
C 1.7145 -2.4754 0.3340
C 0.9304 -1.5528 1.2620
H -1.6498 1.9545 1.9712
H -2.3294 2.0449 0.3541
H 0.2033 3.4804 1.2760
H -1.5028 4.1618 1.2440
H -1.3393 4.3969 -1.0580
H 0.5196 4.4452 -0.7498
H -1.2286 2.2177 -1.9207
H 0.5291 2.6675 -2.1888
H 0.9450 0.8050 -0.9390
H 1.2491 2.2304 0.0995
H -2.1692 -2.3299 0.1420
H -1.2512 -3.0855 1.4329
H -0.2229 -2.8698 -1.5074
H -0.9118 -4.3981 -0.7399
H 0.9022 -4.4570 0.7193
H 1.5518 -4.3190 -0.9332
H 2.7173 -2.6527 0.8062
H 2.0047 -1.9416 -0.5336
H 0.8319 -2.0677 2.2243
H 1.5582 -0.6009 1.4444
```

Properties
Net charge   +1
E_HOMO (alpha / beta)   -13.3 / -13.3 eV
Gap between HOMO and LUMO (alpha / beta)   8.468 / 8.469 eV
SMILES   O=[N+](N1CCCCC1)N1CCCCC1
Lowest unoccupied orbital energy (alpha / beta)   -4.9 / -4.9 eV